(1)
The following is a DFT calculation (wB97M-V/def2-TZVPD) of the molecule C5H13BrO2Si in a non-equilibrium geometry.

The geometry in XYZ format:
```
22
Properties=species:S:1:pos:R:3:forces:R:3:nbo_charge:R:1
H 1.4443 0.6758 1.9502 -0.5 0.7 1.7 0.242
H 1.7171 -1.8940 0.3504 -0.9 -0.5 -1.0 0.201
H -0.5354 -2.2524 -1.7584 -0.1 0.3 0.0 0.176
C 1.7090 -1.3685 1.2769 2.3 -0.9 0.6 -0.631
C -1.6063 -0.5648 1.3990 0.5 3.4 -4.0 -0.804
O -0.2016 -0.2244 -1.3980 -0.5 1.4 1.3 -0.921
C 0.0958 -1.4059 -2.0630 -1.2 -0.1 -0.1 -0.216
H -1.1775 -1.4926 1.3754 0.7 -2.5 0.8 0.198
C -0.9590 2.9287 -0.8340 -1.5 1.0 -0.9 -0.245
H 2.2338 0.6086 0.5466 0.6 -0.1 -0.7 0.238
H 1.0933 -1.6757 -1.8564 1.4 -0.4 -0.2 0.168
O -0.2681 2.0487 0.0150 0.3 0.8 -0.2 -0.917
C 1.4237 0.1223 1.0629 -0.2 -1.0 -1.1 -0.934
H -1.9993 2.4719 -1.0194 1.5 1.1 -0.1 0.188
H 2.7855 -1.6593 1.5024 -0.8 1.2 0.3 0.214
H -1.9706 -0.1105 2.2785 0.4 0.2 1.1 0.224
H -0.4193 3.2014 -1.7962 -0.5 -1.1 0.9 0.180
H 1.1893 -1.9735 2.0352 -0.5 0.7 -0.4 0.218
Si -0.1376 0.4511 0.0786 -1.1 -1.9 2.5 2.123
H -1.0623 3.9615 -0.3794 -0.1 -1.4 0.1 0.186
Br -3.2507 -0.7153 0.3239 -0.1 -0.1 -0.1 -0.078
H -0.1042 -1.1331 -3.0901 0.3 -0.7 -0.5 0.190
```
Positions in Å, forces in eV/Å.

The HOMO energy comes out at -8.7 eV. As for the energy above the lowest of the compared OMol25 structures with the same formula, charge and spin: 0.0 kJ/mol. As for the SMILES: CC[Si](CBr)(OC)OC. The HOMO-LUMO gap is 9.46 eV.

(2)
The following is a DFT calculation (wB97M-V/def2-TZVPD) of a cluster of 2 separate species, C5H13ClNO6PS in total in a non-equilibrium geometry.

The geometry in XYZ format:
```
28
Properties=species:S:1:pos:R:3:forces:R:3:nbo_charge:R:1
O -1.2485 -0.3407 -0.5570 0.2 -0.2 -0.5 -0.692
S -2.4914 -0.3495 0.4277 0.2 1.3 -0.6 2.588
H 4.2809 -3.7190 1.8638 0.0 0.0 0.0 0.211
P 0.0614 1.7902 0.3596 -0.5 0.0 0.8 1.097
N -4.1665 0.7450 -2.7519 -0.1 0.1 -0.2 -0.813
H -2.5224 2.6170 -0.8938 0.1 0.2 0.4 0.206
O 4.6104 -1.1044 1.3055 0.0 -0.1 0.0 -0.718
H 0.2770 3.8302 -0.0894 0.5 -0.1 -0.2 0.504
H -0.4363 1.0298 -1.8977 0.0 -0.3 -0.4 0.236
H -2.9308 2.3692 -3.1167 0.0 0.4 0.0 0.201
H -4.3637 0.6387 -3.7412 -0.2 0.1 0.0 0.360
H 3.6554 -3.4869 3.5064 0.0 0.0 0.0 0.212
H -4.1146 -0.2028 -2.3976 0.0 0.0 0.2 0.362
O 0.6978 3.0408 -0.4741 -0.4 0.3 -0.3 -0.979
H 5.4731 -1.8308 2.9853 0.0 0.0 0.0 0.175
O -2.1702 0.1467 1.6917 0.9 0.9 1.8 -0.917
Cl 1.5817 0.4061 0.2953 -0.1 0.2 -0.3 -0.311
C -1.0172 1.0106 -0.9891 0.9 0.1 1.4 -0.256
C 3.7440 -3.0326 2.5187 0.0 0.0 -0.1 -0.634
H 3.9295 -1.0106 3.2523 0.0 0.0 0.1 0.155
O -3.0945 -1.5924 0.3493 -1.4 -2.1 -0.8 -0.892
H 3.7254 -0.9700 0.9488 0.1 0.0 0.0 0.459
C -2.8696 1.4023 -2.6370 -0.2 -0.6 0.0 -0.229
O -3.2886 0.8045 -0.3280 0.0 -0.4 0.2 -0.679
H 2.7400 -2.9042 2.1075 0.0 0.0 0.1 0.200
H -2.1101 0.8403 -3.1762 0.4 -0.1 0.0 0.165
C -2.4187 1.5727 -1.1540 -0.6 0.2 -1.5 0.051
C 4.4666 -1.7001 2.5917 -0.2 0.0 -0.1 -0.060
```
Positions in Å, forces in eV/Å.

The HOMO energy comes out at -9.7 eV. As for the energy above the lowest of the compared OMol25 structures with the same formula, charge and spin: 0.0 kJ/mol. As for the SMILES: NC[C@H]1OS(=O)(=O)O[C@@H]1P(O)Cl.CCO. The HOMO-LUMO gap is 9.78 eV.

(3)
The following is a DFT calculation (wB97M-V/def2-TZVPD) of a cluster of 2 separate species, C5H13ClNS in total in a non-equilibrium geometry.

The geometry in XYZ format:
```
21
Properties=species:S:1:pos:R:3:forces:R:3:nbo_charge:R:1
S 0.2595 -2.5754 0.1809 0.2 -0.1 0.4 0.007
H -1.7930 -1.3448 2.3142 -4.0 -2.4 0.4 0.204
Cl -2.2751 -1.1568 -0.8272 0.6 -0.4 0.6 0.049
H 1.4525 0.7151 1.0596 -0.5 0.9 1.3 0.440
N 1.4527 0.3504 0.1438 -0.7 -0.9 -3.7 -0.727
C -0.9895 -0.8259 2.0722 5.4 0.7 -3.2 -0.491
H -0.1016 -1.4009 2.5399 -1.2 1.4 -0.9 0.213
H 1.7202 -0.6270 0.2041 1.4 -0.3 -0.3 0.451
H -0.4319 1.7198 0.7198 -0.4 0.0 -1.7 0.208
H -0.3339 2.4089 -0.9600 0.5 -1.0 -0.1 0.263
H -1.6662 1.3265 -0.4843 0.7 0.3 -0.2 0.271
H -0.1462 -3.4252 -0.7674 -0.1 0.4 -0.6 0.175
C -0.7043 -1.0684 0.0000 -0.6 1.2 3.4 -0.222
C 0.0811 0.1645 -0.6183 -0.6 -0.2 0.0 0.104
H -1.0944 0.2085 2.3422 0.2 0.4 -0.1 0.202
H 1.2604 -0.8560 -1.9959 -1.0 0.9 -1.2 0.226
C -0.5648 1.4767 -0.4050 -2.6 1.4 2.9 -0.684
H 0.5527 0.8151 -2.6497 0.4 -1.1 0.5 0.242
C 0.3703 -0.1480 -2.0975 2.6 0.6 1.0 -0.662
H 1.9355 0.9797 -0.5542 0.3 -1.2 1.3 0.459
H -0.4226 -0.6250 -2.6200 -0.7 -0.5 0.0 0.270
```
Positions in Å, forces in eV/Å.

The HOMO energy comes out at -13.1 eV. As for the energy above the lowest of the compared OMol25 structures with the same formula, charge and spin: 164.9 kJ/mol. As for the net charge: +1. The HOMO-LUMO gap is 9.89 eV.

(4)
The following is a DFT calculation (wB97M-V/def2-TZVPD) of a structure of composition C5H13ClP in a non-equilibrium geometry.

The geometry in XYZ format:
```
20
Properties=species:S:1:pos:R:3:forces:R:3:nbo_charge:R:1
C 2.1625 0.5147 0.0103 -2.2 1.6 -3.5 -0.926
H 2.5973 0.6382 -1.0269 -0.7 -0.6 1.1 0.271
H -0.8799 -0.6699 2.0764 2.3 1.2 0.0 0.286
C 0.6130 -1.9647 -0.3496 -2.8 -1.7 0.8 -1.006
H 1.6138 -2.3151 -0.4671 0.8 -0.2 0.3 0.278
Cl -3.0745 -0.2412 -0.0412 0.7 0.8 -0.5 -0.069
H -0.0688 0.9494 2.2106 -0.2 0.7 -0.3 0.279
H 0.9532 -0.3945 2.5363 0.0 -0.4 -0.2 0.280
H 2.2556 1.4702 0.4695 -0.6 1.0 0.3 0.263
H -0.3453 1.5716 -1.8666 0.6 0.9 -0.4 0.237
H -1.2332 -0.0829 -2.0133 0.9 1.4 0.3 0.241
H 0.0021 -2.6041 0.4353 1.4 1.1 -1.5 0.286
H -2.8900 1.7395 -1.3254 -1.0 0.8 -0.9 0.261
P 0.4773 -0.2571 0.1610 0.1 2.9 -2.5 1.307
C -0.9982 0.8683 -1.4321 1.2 -4.9 1.1 -0.330
C 0.1342 -0.0571 1.9003 -2.8 -2.0 0.5 -1.002
H 2.7314 -0.0603 0.5889 2.7 -2.8 2.1 0.236
C -2.1960 1.2388 -0.7191 -0.2 -0.5 2.9 -0.410
H 0.0921 -2.1697 -1.3190 0.4 0.5 0.7 0.286
H -1.9467 1.8260 0.1718 -0.4 0.2 -0.3 0.233
```
Positions in Å, forces in eV/Å.

The HOMO energy comes out at -14.5 eV. As for the energy above the lowest of the compared OMol25 structures with the same formula, charge and spin: 138.5 kJ/mol. As for the net charge: +1. The HOMO-LUMO gap is 10.18 eV.